Entry from the OMol25 dataset: a molecular structure, C45H63MnN4O3Se (ωB97M-V/def2-TZVPD).

Geometry as XYZ:
```
117
Properties=species:S:1:pos:R:3:forces:R:3
Mn 1.190 -0.807 -0.531 -0.31 -0.04 0.36
C -5.368 3.818 -0.149 -0.08 0.33 -0.05
C -3.962 4.407 0.084 -0.22 0.03 0.10
C -3.861 4.842 1.553 0.17 0.10 0.02
C -3.784 5.650 -0.800 0.02 -0.02 -0.33
C -2.918 3.361 -0.274 0.13 -0.21 -0.22
C -2.053 2.798 0.651 0.04 -0.02 -0.05
C -1.125 1.834 0.276 -0.04 0.02 -0.18
Se 0.127 1.140 1.559 0.15 0.16 0.00
C -0.827 -0.306 2.361 -0.24 -0.22 0.15
C -1.671 -0.009 3.432 0.05 0.12 0.06
C -2.364 -0.991 4.116 0.13 -0.01 -0.09
C -2.213 -2.306 3.659 0.10 0.17 -0.14
C -1.383 -2.657 2.610 0.29 -0.05 -0.38
C -0.612 -1.634 1.925 0.21 -0.23 -0.11
O 0.245 -1.930 0.971 -0.38 0.07 0.25
C -1.306 -4.122 2.130 0.24 0.46 0.01
C 0.135 -4.656 2.290 -0.13 -0.14 0.05
C -1.704 -4.160 0.648 -0.11 -0.16 -0.17
C -2.254 -5.043 2.904 0.01 0.05 -0.17
C -3.256 -0.701 5.314 -0.15 -0.15 0.00
C -4.718 -0.995 4.946 -0.32 -0.02 0.11
C -3.139 0.747 5.770 0.07 0.15 0.23
C -2.853 -1.594 6.494 0.14 -0.09 0.18
C -0.990 1.401 -1.068 0.47 -0.42 -0.07
O -0.097 0.498 -1.389 -0.35 0.41 -0.01
C -1.860 1.998 -2.037 0.05 0.01 0.10
C -2.800 2.916 -1.599 0.07 0.19 0.33
C -1.870 1.663 -3.540 -0.11 0.04 0.34
C -3.177 0.917 -3.845 -0.02 -0.19 -0.32
C -0.700 0.798 -3.992 0.28 -0.27 -0.27
C -1.832 2.955 -4.372 -0.17 0.12 -0.26
H -6.150 4.542 0.127 0.15 -0.09 -0.05
H -5.511 2.921 0.447 0.01 -0.12 0.09
H -5.517 3.551 -1.199 0.05 0.00 0.07
H -4.609 5.617 1.752 0.03 -0.07 0.01
H -2.870 5.267 1.788 -0.32 -0.19 -0.11
H -4.051 4.003 2.233 0.05 0.14 -0.09
H -4.490 6.438 -0.523 -0.05 -0.03 0.03
H -3.946 5.414 -1.864 0.06 0.07 0.35
H -2.772 6.051 -0.703 -0.03 -0.04 0.02
H -2.084 3.107 1.687 0.05 -0.03 0.07
H -1.752 1.033 3.734 0.03 -0.18 -0.10
H -2.786 -3.079 4.157 0.09 0.01 -0.06
H 0.844 -4.017 1.753 -0.16 -0.12 0.12
H 0.194 -5.684 1.898 0.01 0.23 0.03
H 0.407 -4.695 3.354 0.00 0.08 -0.16
H -1.045 -3.520 0.062 -0.11 -0.05 0.08
H -2.738 -3.820 0.517 0.12 0.03 0.04
H -1.646 -5.184 0.254 0.05 0.06 0.08
H -2.009 -5.108 3.966 0.03 0.05 0.01
H -2.156 -6.041 2.478 -0.06 -0.17 0.01
H -3.301 -4.734 2.803 0.16 -0.03 0.01
H -5.027 -0.389 4.087 0.04 -0.06 0.12
H -5.393 -0.775 5.791 0.19 0.00 -0.19
H -4.871 -2.049 4.680 0.13 0.18 0.01
H -3.489 1.446 5.012 -0.04 0.04 -0.07
H -2.096 0.994 6.002 -0.17 0.00 0.01
H -3.741 0.903 6.674 0.09 -0.02 -0.12
H -2.998 -2.651 6.265 -0.03 0.02 0.02
H -3.451 -1.353 7.383 0.04 -0.04 -0.10
H -1.794 -1.463 6.746 -0.15 0.06 -0.05
H -3.476 3.339 -2.336 0.04 -0.05 0.05
H -3.222 -0.016 -3.276 -0.02 0.08 -0.03
H -3.226 0.664 -4.917 0.01 0.03 0.20
H -4.060 1.518 -3.603 0.11 -0.05 0.03
H -0.698 -0.192 -3.535 -0.02 0.16 0.01
H 0.276 1.257 -3.781 -0.28 -0.06 0.01
H -0.781 0.656 -5.074 0.02 0.04 -0.08
H -2.709 3.599 -4.227 0.17 -0.16 0.07
H -1.803 2.706 -5.443 0.04 0.00 0.18
H -0.943 3.541 -4.137 0.05 0.02 0.02
C 5.969 -1.046 -4.572 -0.08 -0.15 -0.33
C 5.703 -1.241 -3.074 0.09 -0.07 -0.22
C 5.498 0.077 -2.371 -0.28 0.12 -0.06
C 6.586 0.940 -2.266 0.05 -0.06 0.21
C 6.478 2.168 -1.634 0.03 -0.02 0.14
C 5.261 2.537 -1.076 0.09 -0.07 -0.14
C 4.150 1.710 -1.174 -0.06 -0.16 -0.06
C 2.851 2.189 -0.596 0.37 0.58 -0.03
C 2.251 3.324 -1.419 -0.28 0.03 0.01
C 4.256 0.488 -1.854 -0.49 -0.19 0.04
N 3.091 -0.340 -1.961 0.36 0.46 -0.03
C 2.748 -0.732 -3.140 0.26 -0.21 -0.16
C 1.727 -1.709 -3.336 0.10 0.34 0.26
C 1.256 -2.240 -4.534 -0.31 -0.34 -0.01
C 0.249 -3.158 -4.162 0.21 0.29 -0.01
C 0.167 -3.100 -2.762 0.20 0.19 0.08
N 1.066 -2.228 -2.244 -0.13 -0.26 -0.38
H 6.172 -1.997 -5.091 -0.10 0.25 0.23
H 6.830 -0.392 -4.732 -0.02 -0.05 0.05
H 5.119 -0.564 -5.074 0.16 -0.16 0.14
H 6.572 -1.733 -2.635 0.10 -0.06 0.07
H 4.857 -1.913 -2.919 0.06 0.07 -0.01
H 7.544 0.609 -2.653 -0.01 0.07 -0.04
H 7.344 2.815 -1.541 -0.06 -0.03 -0.04
H 5.153 3.492 -0.571 0.05 -0.05 0.01
H 3.039 2.507 0.429 -0.02 0.18 0.09
H 2.111 1.421 -0.520 -0.24 -0.50 -0.07
H 2.955 4.140 -1.566 0.10 0.12 0.06
H 1.355 3.712 -0.929 -0.01 0.04 -0.02
H 1.949 2.972 -2.407 0.02 -0.10 -0.01
H 3.290 -0.364 -4.027 -0.28 -0.08 0.23
H 1.600 -1.964 -5.532 -0.14 -0.17 0.32
H -0.356 -3.771 -4.817 0.06 0.06 0.08
H -0.513 -3.647 -2.114 0.16 0.11 -0.13
C 5.658 -2.815 2.382 -0.05 0.16 -0.05
N 4.668 -1.768 2.208 -0.26 -0.13 -0.28
C 3.749 -1.715 1.185 0.09 -0.28 -0.11
N 3.626 -2.855 0.427 0.53 0.01 0.60
O 3.112 -0.694 0.949 -0.11 -0.02 0.03
H 6.366 -2.486 3.138 0.00 -0.03 0.07
H 6.221 -2.999 1.463 -0.07 -0.03 -0.03
H 5.223 -3.761 2.727 -0.03 0.15 -0.05
H 4.799 -0.886 2.676 -0.05 -0.08 -0.07
H 3.842 -3.744 0.850 -0.03 0.12 -0.10
H 2.897 -2.866 -0.261 -0.34 0.05 -0.24
```
Positions in Å, forces in eV/Å.

**Net charge**: -1
**HOMO-LUMO gap (alpha / beta)**: 6.6 / 6.7 eV
**Spin multiplicity**: 6
**Calculated total energy**: -156463.890 eV